Here is the molecule C4H5FO2S in a non-equilibrium geometry from OMol25. Energies are from ωB97M-V/def2-TZVPD.

Structure (XYZ):
```
13
Properties=species:S:1:pos:R:3:nbo_charge:R:1
C 1.474 -0.469 0.860 -0.326
C 0.771 -0.038 -0.170 -0.253
C -0.706 -0.325 -0.203 -0.298
C -1.761 0.428 -0.510 -0.316
S -1.005 -2.078 0.160 2.327
O -0.291 -2.832 -0.791 -0.867
O -1.169 -2.459 1.536 -0.864
F -2.647 -2.223 -0.328 -0.536
H 2.637 -0.208 1.086 0.232
H 0.930 -1.120 1.486 0.199
H 1.133 0.570 -0.995 0.230
H -2.702 -0.090 -0.551 0.242
H -1.781 1.542 -0.623 0.229
```

Its SMILES is C=CC(=C)S(=O)(=O)F. The value obtained for the energy relative to the best compared isomer or geometry (same formula, charge and spin) is 56.9 kcal/mol. The orbital gap is 10.341 eV. As for the charge: 0. The value obtained for the maximum force is 3.94 eV Å⁻¹.